Record 1
Here is a cluster of 11 separate species, C33H91N3O14 in total from OMol25. Energies are from ωB97M-V with the def2-TZVPD basis set.

Last column: Löwdin spin population.
Atoms and positions in Å:
C 2.988 3.812 -2.836  0.10
C 3.053 3.806 -1.314  0.11
C 2.265 4.986 -0.747  0.00
O 2.829 6.311 -0.917  0.00
C 2.125 7.344 -0.338  0.00
N 2.643 2.546 -0.793  0.68
H 3.389 2.936 -3.347  0.00
H 3.407 4.701 -3.306  0.02
H 1.953 3.857 -3.177  0.00
H 4.093 3.948 -1.020  0.02
H 2.087 4.869 0.322  0.00
H 1.267 4.943 -1.184  0.00
H 2.198 7.298 0.749  0.00
H 1.053 7.264 -0.517  0.00
H 2.535 8.299 -0.670  0.00
H 1.653 2.437 -0.960  0.02
H 2.990 1.803 -1.383  0.02
C 1.265 -2.462 4.146  0.00
C 1.184 -3.567 5.207  0.00
C 2.136 -4.782 5.056  0.00
O 2.103 -5.730 6.099  0.00
C 2.991 -6.816 6.028  0.00
N 1.364 -2.889 6.500  0.00
H 0.446 -1.743 4.149  0.00
H 1.200 -2.810 3.115  0.00
H 2.167 -1.856 4.226  0.00
H 0.139 -3.880 5.192  0.00
H 3.153 -4.451 4.845  0.00
H 1.870 -5.233 4.100  0.00
H 2.774 -7.450 6.888  0.00
H 4.028 -6.486 6.096  0.00
H 2.797 -7.409 5.134  0.00
H 0.670 -2.157 6.556  0.00
H 1.075 -3.604 7.152  0.00
C -2.047 4.665 -8.389  0.00
C -1.203 3.793 -7.438  0.00
C -1.589 4.042 -5.989  0.00
O -0.891 3.138 -5.131  0.00
C -1.252 3.369 -3.740  0.00
N -1.451 2.378 -7.803  0.00
H -3.107 4.499 -8.191  0.00
H -1.732 4.485 -9.417  0.00
H -1.878 5.721 -8.177  0.00
H -0.198 4.182 -7.602  0.00
H -2.658 3.902 -5.823  0.00
H -1.454 5.061 -5.626  0.00
H -0.969 4.349 -3.356  0.00
H -0.748 2.614 -3.137  0.00
H -2.284 3.089 -3.531  0.00
H -1.093 1.844 -7.025  0.00
H -2.441 2.211 -7.688  0.00
C -1.192 -4.418 1.589  0.00
C -2.715 -4.439 1.638  0.00
C -3.337 -3.053 1.468  0.00
O -3.092 -5.280 0.668  0.00
H -0.789 -3.769 2.366  0.00
H -0.794 -3.978 0.675  0.00
H -0.851 -5.430 1.808  0.00
H -3.048 -4.844 2.594  0.00
H -4.339 -3.135 1.890  0.00
H -3.391 -2.733 0.428  0.00
H -2.809 -2.296 2.048  0.00
H -2.279 -5.749 0.466  0.00
C 1.928 1.489 3.681  0.00
C 0.998 2.715 3.813  0.00
C 1.067 3.652 2.560  0.01
O -0.280 2.280 4.049  0.00
H 1.689 0.881 4.554  0.00
H 2.953 1.857 3.669  0.00
H 1.813 0.826 2.823  0.00
H 1.316 3.339 4.648  0.00
H 1.180 3.176 1.586  0.00
H 1.857 4.396 2.657  0.00
H 0.210 4.320 2.649  0.00
H -0.512 1.633 3.378  0.00
C -1.293 0.827 -0.472  0.00
C -0.717 -0.150 0.511  0.00
C 0.794 -0.477 0.301  0.00
O -0.772 0.396 1.845  0.00
H -2.303 1.168 -0.246  0.00
H -1.400 0.374 -1.457  0.00
H -0.669 1.708 -0.623  0.00
H -1.345 -1.040 0.474  0.00
H 1.268 -1.093 1.065  0.00
H 1.499 0.349 0.403  0.00
H 1.016 -0.950 -0.655  0.00
H -1.683 0.614 2.058  0.00
C 2.117 -4.038 -0.968  0.00
C 2.332 -4.158 0.540  0.00
C 2.262 -5.633 0.892  0.00
O 3.674 -3.764 0.807  0.00
H 1.259 -4.649 -1.249  0.00
H 3.032 -4.375 -1.455  0.00
H 1.925 -3.026 -1.325  0.00
H 1.675 -3.518 1.129  0.00
H 2.961 -6.235 0.312  0.00
H 1.224 -5.960 0.825  0.00
H 2.501 -5.728 1.951  0.00
H 4.195 -4.568 0.748  0.00
C -3.965 -4.122 -2.484  0.00
C -2.943 -3.440 -3.396  0.00
C -1.753 -2.878 -2.575  0.00
O -2.406 -4.271 -4.352  0.00
H -4.234 -3.627 -1.552  0.00
H -3.440 -4.975 -2.055  0.00
H -4.843 -4.458 -3.037  0.00
H -3.387 -2.648 -4.000  0.00
H -1.212 -3.754 -2.218  0.00
H -2.077 -2.216 -1.771  0.00
H -1.043 -2.294 -3.161  0.00
H -3.146 -4.829 -4.604  0.00
C -1.711 5.092 0.036  0.00
C -3.203 4.691 -0.118  0.00
O -3.923 4.374 1.078  0.00
O -1.575 6.551 0.242  0.00
H -1.244 4.866 -0.923  0.00
H -1.130 4.524 0.763  0.00
H -3.354 3.846 -0.790  0.00
H -3.794 5.498 -0.552  0.00
H -4.700 3.901 0.772  0.00
H -1.757 6.844 1.138  0.00
C 4.459 -1.183 -1.520  0.00
C 5.946 -1.615 -1.312  0.00
O 6.626 -1.497 -2.542  0.00
O 4.379 0.142 -1.847  0.00
H 3.910 -1.388 -0.601  0.00
H 4.136 -1.737 -2.402  0.00
H 5.920 -2.653 -0.980  0.00
H 6.428 -0.933 -0.611  0.00
H 7.149 -0.692 -2.526  0.00
H 5.158 0.412 -2.338  0.00
C -5.412 0.087 2.503  0.00
C -4.576 1.205 1.984  0.00
O -3.254 0.971 2.515  0.00
O -5.684 0.387 3.862  0.00
H -4.918 -0.876 2.375  0.00
H -6.356 0.007 1.964  0.00
H -4.905 2.196 2.297  0.00
H -4.569 1.135 0.896  0.00
H -3.403 0.964 3.463  0.00
H -6.218 -0.297 4.273  0.00

HOMO-LUMO gap (alpha / beta) ... 8.46 / 2.45 eV
2S+1 ... 2
Net charge ... +1
E_tot ... -2528.99027 hartree



Record 2
Here is a cluster of 9 separate species, C33H92N10O9 in total from OMol25. Energies are from ωB97M-V with the def2-TZVPD basis set.

Last column: Mulliken charge in e.
Atoms and positions in Å:
C -1.339 -4.144 -1.283  -0.33
O -0.288 -5.055 -1.393  0.01
C -0.564 -6.255 -0.694  -0.94
C 0.618 -7.191 -0.703  1.24
C 0.927 -7.667 -2.117  -1.66
N 0.269 -8.384 0.105  -0.75
H -1.167 -3.219 -1.830  0.07
H -1.619 -3.882 -0.253  0.34
H -2.284 -4.556 -1.673  -0.20
H -0.848 -5.975 0.334  0.23
H -1.472 -6.755 -1.055  0.39
H 1.511 -6.737 -0.262  -0.29
H 1.110 -6.805 -2.766  0.30
H 0.042 -8.146 -2.541  0.43
H 1.802 -8.310 -2.187  0.44
H 0.958 -9.105 -0.108  0.31
H 0.546 -8.217 1.076  0.28
C 3.463 2.757 -2.262  -0.78
O 3.717 4.131 -2.122  -0.15
C 5.085 4.427 -1.998  -0.98
C 5.267 5.921 -1.955  0.98
C 4.731 6.595 -3.220  -1.38
N 6.670 6.292 -1.806  -0.70
H 2.421 2.582 -2.515  0.14
H 3.674 2.243 -1.314  0.32
H 4.102 2.279 -3.012  0.38
H 5.483 3.959 -1.084  0.35
H 5.706 3.979 -2.788  0.37
H 4.697 6.293 -1.093  -0.02
H 3.655 6.418 -3.266  0.23
H 5.147 6.076 -4.088  0.36
H 4.926 7.662 -3.287  0.40
H 6.828 7.284 -1.714  0.26
H 7.108 5.848 -1.007  0.23
C -4.450 -1.476 -0.858  -0.72
O -3.743 -2.193 -1.839  -0.01
C -4.176 -1.854 -3.155  -0.86
C -3.561 -2.844 -4.135  0.93
C -3.962 -2.319 -5.532  -1.68
N -4.112 -4.181 -4.030  -0.61
H -5.534 -1.648 -0.866  0.39
H -4.349 -0.390 -0.995  0.39
H -4.073 -1.752 0.123  -0.05
H -5.260 -1.798 -3.297  0.35
H -3.764 -0.848 -3.332  0.36
H -2.472 -2.827 -4.096  -0.06
H -5.047 -2.364 -5.678  0.40
H -3.534 -2.911 -6.341  0.40
H -3.690 -1.271 -5.674  0.38
H -5.073 -4.227 -4.325  0.26
H -3.926 -4.575 -3.119  0.22
C -3.290 3.497 2.638  -0.47
O -4.010 2.636 3.476  -0.39
C -3.213 1.732 4.186  0.19
C -4.101 0.934 5.124  0.05
C -5.087 1.790 5.948  -1.60
N -3.324 0.054 5.985  -0.47
H -2.877 2.974 1.769  0.10
H -2.519 4.079 3.150  0.41
H -3.982 4.213 2.191  0.38
H -2.670 1.065 3.503  -0.12
H -2.421 2.252 4.751  0.37
H -4.784 0.337 4.504  0.14
H -5.716 1.110 6.525  0.45
H -5.760 2.394 5.341  0.34
H -4.525 2.429 6.635  0.34
H -3.821 -0.365 6.758  0.19
H -2.566 0.587 6.406  0.29
C -0.377 2.931 -1.398  -0.51
O -0.079 2.647 -0.058  -0.15
C -0.739 1.535 0.494  -1.61
C -0.556 0.211 -0.246  1.12
C -1.303 -0.875 0.488  0.27
N 0.880 -0.102 -0.333  0.64
H 0.197 3.791 -1.734  0.13
H -1.446 3.184 -1.494  0.28
H -0.226 2.105 -2.100  0.10
H -0.388 1.457 1.523  0.25
H -1.829 1.693 0.496  0.28
H -0.929 0.316 -1.276  0.49
H -1.324 -1.803 -0.078  -1.43
H -2.291 -0.516 0.783  0.38
H -0.813 -1.041 1.451  0.31
H 1.141 -0.717 -1.094  -0.66
H 1.352 0.795 -0.404  0.11
C 1.447 -4.593 1.656  -0.26
O 2.307 -3.717 2.319  -0.49
C 1.830 -2.390 2.408  0.49
C 2.955 -1.365 2.504  0.80
C 3.764 -1.447 3.790  -1.61
N 2.336 -0.016 2.428  -0.88
H 0.625 -4.897 2.319  0.28
H 1.936 -5.514 1.341  0.32
H 0.951 -4.150 0.781  -0.08
H 1.381 -2.121 1.441  -0.25
H 1.114 -2.349 3.235  -0.08
H 3.581 -1.468 1.609  -0.05
H 4.268 -2.408 3.908  0.30
H 3.099 -1.227 4.626  0.34
H 4.561 -0.700 3.836  0.41
H 1.687 -0.050 1.628  0.28
H 3.040 0.591 2.006  0.31
C -2.102 6.728 1.405  -0.62
O -0.768 6.481 1.834  -0.45
C 0.118 5.949 0.846  -0.21
C 0.431 6.951 -0.296  0.08
C 1.765 6.516 -0.889  -1.25
N 0.530 8.332 0.164  -0.61
H -2.684 5.832 1.178  0.10
H -1.977 7.285 0.468  0.37
H -2.542 7.361 2.167  0.23
H 1.029 5.805 1.426  0.35
H -0.337 5.045 0.437  0.27
H -0.357 6.883 -1.050  0.41
H 1.709 5.496 -1.270  0.10
H 2.546 6.588 -0.132  0.31
H 2.038 7.135 -1.743  0.30
H -0.367 8.766 0.314  0.31
H 1.074 8.376 1.015  0.28
C 0.680 -0.904 -3.904  -0.80
O 1.663 -1.200 -2.947  -0.07
C 1.938 -2.589 -2.920  -1.02
C 2.623 -2.966 -1.623  2.30
C 4.022 -2.362 -1.500  -1.87
N 2.735 -4.430 -1.576  -0.69
H 0.934 -1.345 -4.873  0.44
H 0.578 0.182 -3.972  0.20
H -0.348 -1.227 -3.673  0.06
H 1.031 -3.206 -2.981  0.29
H 2.517 -2.892 -3.802  0.43
H 1.973 -2.676 -0.782  -0.98
H 4.578 -2.699 -0.630  0.44
H 3.995 -1.274 -1.588  0.25
H 4.540 -2.722 -2.396  0.45
H 3.106 -4.726 -0.682  0.39
H 1.773 -4.770 -1.621  0.08
N -1.262 -2.438 4.937  -0.32
C -1.862 -2.666 3.736  0.52
N -2.819 -1.707 3.467  -0.30
O -1.632 -3.623 3.013  -0.63
H -0.535 -3.014 5.320  0.23
H -1.445 -1.610 5.477  0.09
H -3.072 -1.043 4.189  0.36
H -3.456 -1.992 2.744  0.14

HOMO-LUMO gap ... 9.14 eV
2S+1 ... 1
Net charge ... 0
SMILES string ... COC[C@H](C)N.COC[C@H](C)N.COC[C@H](C)N.COC[C@H](C)N.COC[C@H](C)N.COC[C@H](C)N.COC[C@H](C)N.COC[C@H](C)N.NC(N)=O
E_tot ... -2537.11740 hartree
Relative energy (zero: lowest compared OMol25 entry of this formula, charge and spin) ... 69.8 kJ/mol



Record 3
Here is a cluster of 13 separate species, C33H92N6O13 in total from OMol25. Energies are from ωB97M-V with the def2-TZVPD basis set.

Last column: Mulliken charge in e.
Atoms and positions in Å:
C -6.234 -0.706 8.343  0.64
O -7.048 -1.352 7.807  -0.61
N -4.963 -0.990 8.236  -0.43
N -6.361 0.362 8.989  -0.39
H -4.861 -1.749 7.577  0.23
H -4.333 -0.298 8.617  0.15
H -7.328 0.608 9.146  0.23
H -5.522 0.924 9.018  0.17
C 0.783 -8.147 2.346  0.67
O 0.202 -7.880 1.353  -0.62
N 1.072 -9.348 2.755  -0.39
N 1.153 -7.287 3.266  -0.38
H 1.471 -9.456 3.677  0.16
H 0.835 -10.088 2.110  0.21
H 0.914 -6.318 3.113  0.20
H 1.572 -7.624 4.121  0.15
C 2.895 -1.938 7.980  0.66
O 2.669 -2.010 9.149  -0.64
N 2.586 -0.968 7.211  -0.38
N 3.457 -2.853 7.256  -0.39
H 2.680 -1.029 6.208  0.16
H 2.000 -0.245 7.603  0.22
H 3.730 -2.699 6.296  0.17
H 3.564 -3.763 7.680  0.20
C -5.204 -0.866 -7.407  -1.20
C -5.811 -1.151 -8.770  0.53
C -7.197 -1.832 -8.746  -1.28
O -6.139 0.037 -9.440  -0.54
H -4.763 -1.765 -6.976  0.33
H -5.831 -0.250 -6.762  0.31
H -4.328 -0.250 -7.613  0.34
H -5.119 -1.751 -9.361  0.21
H -7.361 -2.316 -9.709  0.30
H -8.051 -1.218 -8.458  0.34
H -7.268 -2.619 -7.995  0.36
H -5.379 0.602 -9.597  0.29
C -9.862 5.145 3.959  -1.14
C -8.595 5.862 3.640  0.33
C -7.333 5.014 3.544  -1.15
O -8.721 6.499 2.379  -0.56
H -9.648 4.423 4.747  0.32
H -10.320 4.558 3.163  0.35
H -10.517 5.864 4.452  0.30
H -8.496 6.606 4.430  0.27
H -7.678 4.176 2.938  0.29
H -6.964 4.836 4.554  0.32
H -6.556 5.481 2.939  0.34
H -8.971 5.877 1.691  0.33
C 6.281 -5.952 -1.436  -1.11
C 7.045 -5.565 -2.700  0.40
C 6.418 -4.487 -3.613  -1.18
O 8.376 -5.081 -2.344  -0.55
H 6.525 -5.339 -0.569  0.28
H 6.354 -7.025 -1.263  0.29
H 5.212 -5.825 -1.606  0.33
H 7.053 -6.515 -3.234  0.23
H 5.460 -4.750 -4.062  0.35
H 7.051 -4.272 -4.473  0.32
H 6.230 -3.567 -3.060  0.32
H 8.334 -4.249 -1.866  0.33
C 9.990 -2.135 4.522  -1.20
C 11.198 -1.314 4.115  0.46
C 12.518 -1.776 4.765  -1.28
O 11.310 -1.349 2.682  -0.56
H 9.676 -2.006 5.558  0.35
H 10.250 -3.171 4.306  0.32
H 9.261 -1.984 3.726  0.33
H 11.102 -0.240 4.272  0.20
H 12.284 -1.769 5.829  0.32
H 13.405 -1.152 4.654  0.41
H 12.773 -2.818 4.572  0.35
H 12.206 -1.074 2.473  0.30
C 8.843 2.644 -3.206  -1.17
C 7.934 2.969 -1.974  0.55
C 6.638 3.707 -2.287  -1.38
O 7.539 1.731 -1.436  -0.54
H 9.452 1.741 -3.175  0.34
H 9.410 3.525 -3.504  0.34
H 8.274 2.621 -4.136  0.30
H 8.485 3.493 -1.193  0.22
H 6.123 3.976 -1.365  0.33
H 5.937 3.175 -2.930  0.34
H 6.847 4.650 -2.791  0.37
H 8.308 1.258 -1.111  0.29
C -7.324 -3.110 -0.817  -1.23
C -8.776 -2.794 -0.481  0.50
C -8.821 -2.024 0.781  -1.21
O -9.347 -2.053 -1.537  -0.56
H -6.663 -2.258 -0.978  0.32
H -7.274 -3.850 -1.616  0.32
H -6.944 -3.620 0.068  0.36
H -9.270 -3.757 -0.350  0.25
H -7.939 -2.143 1.409  0.31
H -9.631 -2.202 1.488  0.30
H -8.841 -0.937 0.697  0.31
H -9.016 -1.152 -1.559  0.33
C -3.253 5.941 -3.329  -1.31
C -2.869 7.442 -3.478  0.62
C -1.837 7.654 -4.547  -1.29
O -3.992 8.174 -3.836  -0.55
H -2.381 5.316 -3.133  0.36
H -3.607 5.504 -4.263  0.35
H -4.045 5.789 -2.595  0.31
H -2.412 7.802 -2.556  0.19
H -2.139 7.500 -5.582  0.33
H -1.045 6.911 -4.449  0.33
H -1.308 8.605 -4.500  0.33
H -3.951 9.088 -3.544  0.33
C 0.743 -7.151 -7.426  -1.24
C -0.059 -7.083 -6.084  0.38
C -1.518 -7.580 -6.274  -1.11
O 0.623 -8.033 -5.234  -0.54
H 0.496 -8.136 -7.823  0.30
H 1.800 -6.930 -7.281  0.32
H 0.493 -6.388 -8.163  0.36
H 0.005 -6.090 -5.639  0.27
H -2.159 -6.833 -6.743  0.31
H -2.010 -7.759 -5.318  0.36
H -1.509 -8.524 -6.818  0.29
H 0.120 -7.958 -4.420  0.32
C 0.458 10.883 2.447  -1.08
C 1.324 9.854 3.252  0.45
C 1.113 8.335 3.125  -1.23
O 2.670 10.129 2.914  -0.55
H 0.553 10.775 1.366  0.29
H 0.895 11.857 2.671  0.30
H -0.592 10.814 2.730  0.32
H 1.182 10.160 4.289  0.22
H 0.106 7.969 3.326  0.36
H 1.731 7.796 3.844  0.29
H 1.315 8.065 2.089  0.31
H 2.890 10.937 3.385  0.33
C 0.217 -0.639 -0.609  -1.33
C 0.577 0.079 0.666  0.60
C -0.497 -0.118 1.739  -1.25
O 1.787 -0.411 1.178  -0.55
H 0.981 -0.479 -1.371  0.37
H -0.731 -0.346 -1.060  0.36
H 0.161 -1.720 -0.481  0.32
H 0.744 1.143 0.498  0.19
H -0.590 -1.059 2.282  0.33
H -1.414 -0.064 1.153  0.33
H -0.554 0.723 2.430  0.31
H 2.415 -0.229 0.475  0.31

HOMO-LUMO gap ... 10.00 eV
2S+1 ... 1
Net charge ... 0
E_tot ... -2619.02010 hartree
Relative energy (zero: lowest compared OMol25 entry of this formula, charge and spin) ... 0.0 kJ/mol